# 1
{"formula": "C5H6IN", "method": "the ωB97M-V functional and the def2-TZVPD basis", "e_tot_ha": -546.4327, "charge": 0, "max_force_ha_per_bohr": 0.0912, "smiles": "[H]/N=C/[C@@]1(I)C=CC1", "relative_energy_ev": 2.984, "homo_ha": -0.3283, "homo_lumo_gap_ev": 9.18, "symbols": ["H", "N", "C", "C", "I", "C", "C", "C", "H", "H", "H", "H", "H"], "xyz": [[-2.958, -0.860, -1.369], [-1.979, -0.898, -1.281], [-1.449, -0.474, -0.229], [0.031, -0.572, -0.131], [0.841, -2.498, -0.860], [0.852, 0.969, -0.793], [1.271, 1.297, 0.412], [0.789, 0.080, 1.168], [-2.043, -0.164, 0.644], [0.781, 1.072, -1.902], [1.959, 2.177, 0.726], [1.653, -0.525, 1.554], [0.251, 0.396, 2.061]], "forces_ev_per_a": [[-1.54, 0.26, 0.36], [1.21, -0.25, -1.06], [-0.06, -0.80, 0.34], [3.04, 3.55, 0.47], [-0.43, 1.37, 0.53], [-2.32, -3.84, -1.09], [1.40, 0.84, -0.15], [0.81, -0.37, 0.30], [0.42, 0.36, -0.05], [0.45, 0.74, 1.33], [-1.43, -1.61, -0.42], [-0.79, 0.26, -0.56], [-0.74, -0.51, 0.00]]}

***

# 2
{"formula": "C5H6IN2O3S", "method": "the ωB97M-V functional and the def2-TZVPD basis", "e_tot_ha": -1225.1083, "multiplicity": 3, "charge": -1, "max_force_ha_per_bohr": 0.0646, "homo_ha": [-0.0603, -0.1791], "homo_lumo_gap_ev": [4.29, 7.44], "symbols": ["C", "C", "C", "C", "C", "N", "N", "O", "O", "O", "S", "I", "H", "H", "H", "H", "H", "H"], "xyz": [[-0.079, 1.736, -0.545], [0.908, 0.763, -0.242], [-1.599, -0.370, -0.312], [2.340, 1.022, -0.514], [-0.345, -2.419, 0.500], [0.714, -0.472, 0.169], [-0.495, -1.038, 0.142], [-1.234, 1.222, 1.802], [0.079, 2.815, -1.142], [-2.888, 1.919, 0.113], [-1.637, 1.306, 0.438], [-3.399, -1.385, -0.312], [3.066, 0.733, 0.184], [2.738, 0.544, -1.333], [2.704, 1.975, -0.623], [0.752, -2.719, 0.798], [-1.062, -2.608, 1.222], [-0.563, -3.023, -0.342]], "forces_ev_per_a": [[-0.41, 1.07, 1.00], [-0.14, -0.74, -0.04], [-0.12, 0.08, 0.65], [-0.01, 0.20, 0.68], [2.04, -0.39, -0.59], [2.77, 1.55, -0.20], [-0.71, -0.61, 0.29], [0.08, -0.07, 1.86], [-0.24, 0.06, -0.21], [-0.55, 0.64, -0.44], [1.76, -1.03, -2.62], [-0.72, -0.48, 0.10], [0.27, -1.26, 2.10], [0.19, -1.43, -2.47], [-0.34, 3.01, -0.56], [-2.33, 1.24, -0.30], [-1.17, -0.90, 1.80], [-0.36, -0.93, -1.04]]}

***

# 3
{"formula": "C5H6INO", "method": "the ωB97M-V functional and the def2-TZVPD basis", "e_tot_ha": -621.7321, "charge": 0, "max_force_ha_per_bohr": 0.0616, "relative_energy_ev": 1.977, "homo_ha": -0.3098, "homo_lumo_gap_ev": 8.04, "symbols": ["C", "C", "C", "C", "C", "N", "O", "I", "H", "H", "H", "H", "H", "H"], "xyz": [[-0.496, 1.593, 0.015], [1.582, 1.970, -0.183], [-0.013, 0.381, -0.069], [1.404, 0.608, -0.264], [-0.746, -0.865, 0.086], [2.286, -0.526, -0.549], [0.393, 2.561, -0.088], [4.094, -0.117, 0.459], [-1.494, 1.941, -0.105], [2.494, 2.484, -0.189], [-0.087, -1.528, 0.777], [-1.860, -0.678, 0.191], [-0.742, -1.450, -0.874], [1.877, -1.379, -0.132]], "forces_ev_per_a": [[-2.73, 1.54, -0.49], [0.64, -2.79, -0.70], [1.66, -0.43, -0.30], [-0.18, -1.27, 0.11], [0.14, -2.20, -1.19], [-0.04, 1.61, 1.02], [0.83, 1.52, 0.31], [-0.32, -0.57, -0.36], [-0.71, 0.05, 0.53], [0.69, 1.12, -0.03], [-2.10, 0.82, -0.39], [1.47, -0.51, 1.00], [0.25, 0.43, 0.56], [0.40, 0.67, -0.08]]}

***

# 4
{"formula": "C5H6LiO4Sn", "method": "the ωB97M-V functional and the def2-TZVPD basis", "e_tot_ha": -716.2033, "multiplicity": 2, "charge": 2, "max_force_ha_per_bohr": 0.0997, "relative_energy_ev": 1.051, "homo_ha": [-0.4997, -0.6212], "homo_lumo_gap_ev": [5.78, 9.21], "symbols": ["O", "C", "O", "O", "C", "C", "Li", "H", "H", "H", "H", "Sn", "C", "C", "O", "H", "H"], "xyz": [[0.461, 0.786, 2.395], [-0.466, -0.069, 2.371], [-1.323, -0.205, 3.232], [-0.551, -0.765, 1.168], [-1.539, -1.661, 1.020], [-1.398, -2.555, -0.147], [-0.384, 1.213, 4.324], [-2.528, -1.259, 1.272], [-1.236, -3.008, 1.218], [-2.320, -3.139, -0.266], [-0.360, -2.829, -0.360], [1.830, 1.349, 1.197], [-1.668, -1.507, -1.896], [-1.796, -2.318, -2.994], [-1.904, -3.039, -3.870], [-0.748, -0.909, -1.938], [-2.562, -0.888, -1.752]], "forces_ev_per_a": [[-1.80, -0.34, 3.21], [-3.20, -1.68, -0.98], [1.13, 0.23, -0.11], [1.77, 0.77, 1.22], [-0.56, -3.21, -1.94], [-0.86, 2.18, -0.82], [-0.23, -0.09, 0.17], [0.22, -0.94, 0.43], [-0.67, 2.37, 1.88], [0.88, -0.36, -0.10], [-0.60, -0.42, -0.20], [3.73, 1.60, -3.13], [0.22, 0.32, 0.43], [-0.15, -0.89, -1.27], [0.17, 0.96, 1.36], [-0.22, -0.21, -0.12], [0.15, -0.28, -0.03]]}

***

# 5
{"formula": "C5H6N", "method": "the ωB97M-V functional and the def2-TZVPD basis", "e_tot_ha": -248.3513, "charge": 1, "max_force_ha_per_bohr": 0.0708, "relative_energy_ev": 7.194, "homo_ha": [-0.5503, -0.5508], "homo_lumo_gap_ev": [8.19, 8.43], "symbols": ["C", "C", "C", "C", "C", "N", "H", "H", "H", "H", "H", "H"], "xyz": [[-1.803, 0.544, -0.341], [-1.675, -0.710, -0.145], [-0.644, 1.254, 0.179], [-0.483, -1.201, 0.392], [0.403, 0.036, 0.462], [1.170, -0.326, -0.643], [-0.115, 1.621, -0.732], [-0.719, 1.853, 1.093], [-0.022, -2.250, 0.400], [0.920, 0.113, 1.422], [2.067, -0.566, -0.475], [0.902, -0.367, -1.612]], "forces_ev_per_a": [[-0.67, -2.41, 0.72], [0.03, 0.48, 0.15], [2.94, -0.32, -0.56], [-0.11, -1.38, -1.54], [-2.01, 0.34, 1.15], [-1.44, 0.51, -0.60], [-0.68, 1.22, 1.06], [-0.38, 0.59, -0.83], [-1.12, 1.59, 0.39], [0.55, 0.13, -0.50], [3.47, -0.98, 0.48], [-0.58, 0.24, 0.09]]}

***

# 6
{"formula": "C5H6N", "method": "the ωB97M-V functional and the def2-TZVPD basis", "e_tot_ha": -248.4211, "charge": 1, "max_force_ha_per_bohr": 0.0611, "relative_energy_ev": 5.295, "homo_ha": -0.6012, "homo_lumo_gap_ev": 10.20, "symbols": ["C", "C", "C", "C", "C", "N", "H", "H", "H", "H", "H", "H"], "xyz": [[4.082, 0.115, 0.819], [-0.477, 0.416, -0.807], [0.246, 0.784, -1.696], [-1.396, 0.042, 0.320], [0.033, -0.444, 0.464], [2.941, 0.105, 0.727], [5.149, 0.266, 1.001], [0.681, 1.240, -2.524], [-1.660, 0.988, 0.964], [-2.277, -0.616, -0.070], [0.342, -1.459, 0.295], [0.669, 0.019, 1.295]], "forces_ev_per_a": [[0.57, 0.56, 0.43], [-0.27, -0.06, 1.21], [-0.66, 0.28, -0.18], [-0.35, 0.11, 0.32], [-1.28, 0.60, 2.81], [0.35, -0.19, -0.19], [-0.75, -0.34, -0.28], [1.18, 0.25, -0.94], [0.43, -2.04, -1.38], [1.85, 1.11, 0.95], [-0.19, -0.24, -0.79], [-0.88, -0.04, -1.95]]}

***

# 7
{"formula": "C5H6N", "method": "the ωB97M-V functional and the def2-TZVPD basis", "e_tot_ha": -248.3515, "charge": 1, "max_force_ha_per_bohr": 0.1127, "smiles": "C=[N+]1C=C2C[C@H]21", "relative_energy_ev": 7.189, "homo_ha": [-0.5197, -0.5335], "homo_lumo_gap_ev": [8.28, 8.14], "symbols": ["C", "N", "C", "C", "C", "C", "H", "H", "H", "H", "H", "H"], "xyz": [[1.878, 0.276, -0.011], [0.685, -0.180, -0.053], [0.159, -1.408, 0.199], [-1.304, -0.761, -0.257], [-1.604, 0.484, 0.412], [-0.536, 0.514, -0.554], [2.022, 1.383, -0.055], [2.609, -0.563, 0.075], [0.577, -2.357, 0.046], [-2.514, 1.009, 0.121], [-1.478, 0.353, 1.420], [-0.493, 1.251, -1.344]], "forces_ev_per_a": [[1.12, -0.37, 0.16], [0.47, 1.69, -0.98], [-5.15, 2.10, -1.61], [2.88, -2.48, -0.65], [-2.56, 0.15, 0.17], [1.28, -0.36, 0.29], [0.25, -1.27, -0.21], [0.08, 1.44, 0.28], [0.73, -1.07, 0.26], [0.24, -0.05, -0.07], [0.40, 0.61, 2.59], [0.25, -0.37, -0.24]]}

***

# 8
{"formula": "C5H6N", "method": "the ωB97M-V functional and the def2-TZVPD basis", "e_tot_ha": -248.2227, "charge": 1, "max_force_ha_per_bohr": 0.0450, "relative_energy_ev": 10.694, "homo_ha": [-0.4904, -0.4753], "homo_lumo_gap_ev": [6.81, 5.89], "symbols": ["C", "C", "C", "C", "C", "N", "H", "H", "H", "H", "H", "H"], "xyz": [[1.352, 1.211, 0.367], [-1.331, -0.141, 0.305], [-2.829, 0.482, -0.233], [-1.677, 0.408, -0.929], [2.154, 0.165, 0.053], [-2.556, -0.598, 0.704], [-3.470, 1.315, 0.036], [-1.036, 0.902, -1.596], [2.134, 0.453, -1.117], [3.210, 0.135, 0.434], [1.686, -0.788, 0.291], [-2.738, -0.718, 1.656]], "forces_ev_per_a": [[-1.03, 0.59, 0.28], [2.23, 0.02, 0.60], [-1.01, 0.47, 1.09], [0.41, -0.63, -0.39], [1.13, -0.58, -0.90], [0.18, -0.68, -2.12], [-0.09, 0.02, -0.10], [-0.12, 0.76, -0.98], [-0.03, -0.54, 1.60], [-0.58, 0.51, -0.39], [-0.21, -0.41, -0.39], [-0.89, 0.47, 1.72]]}